Here is C27H54F2Li2NO31S2 as an isolated structure from the Open Molecules 2025 dataset. Energies are from ωB97M-V/def2-TZVPD.

```
119
Properties=species:S:1:pos:R:3:forces:R:3
Li -9.771 19.745 10.180 0.5 1.5 -0.1
Li -11.682 18.029 9.984 -1.5 -0.7 0.1
N -11.767 20.015 9.897 0.8 -0.7 2.6
S -12.666 20.916 11.038 -3.7 0.1 0.1
O -14.127 20.581 11.085 3.1 0.1 1.1
O -12.258 22.267 11.337 0.5 -0.4 0.2
F -12.076 20.156 12.350 0.2 -0.3 -0.4
S -12.623 20.727 8.761 -3.0 2.8 -2.2
O -12.406 22.179 8.577 -0.1 -1.7 -0.4
O -13.927 20.133 8.388 2.3 0.5 0.3
F -11.686 20.171 7.623 0.7 -0.6 -1.2
C -6.279 20.591 11.731 0.1 1.3 -2.0
O -7.012 21.420 12.662 0.4 -1.3 0.2
C -8.347 21.397 12.627 -0.9 -0.8 -0.3
O -9.043 20.865 11.744 1.1 0.8 1.7
O -8.732 22.007 13.749 -0.5 0.6 -0.3
C -10.127 22.140 14.123 -1.7 -1.5 -0.8
H -6.692 20.879 10.764 0.2 -0.3 -0.3
H -6.215 19.503 11.722 -1.0 -0.1 1.2
H -5.233 20.897 11.706 -0.2 0.5 0.5
H -10.810 22.703 13.488 0.9 0.5 -0.7
H -10.357 22.487 15.130 1.3 0.1 0.1
H -10.575 21.150 14.031 0.1 -0.2 0.2
C -12.048 13.653 8.895 0.4 -0.6 2.5
O -11.986 14.423 7.748 -0.7 1.6 -0.9
C -12.220 15.747 7.815 1.3 1.9 -0.3
O -12.325 16.446 8.843 0.2 -1.6 -2.1
O -12.113 16.214 6.547 -0.7 -1.7 0.1
C -12.217 17.605 6.223 0.3 1.3 2.6
H -11.517 14.085 9.744 0.5 0.5 -0.2
H -11.556 12.696 8.724 -0.4 0.1 -0.4
H -13.028 13.531 9.356 -0.4 -0.2 -0.8
H -11.441 18.047 6.847 0.1 0.5 -0.4
H -13.131 18.042 6.626 -0.3 -0.2 -0.2
H -12.077 17.956 5.201 0.0 -1.3 -0.2
C -12.389 20.664 17.198 1.3 0.4 0.5
O -12.934 20.614 15.911 -0.9 -1.3 -1.1
C -13.712 21.623 15.475 0.5 1.4 2.0
O -13.823 22.661 16.086 -0.1 -0.1 -0.2
O -14.282 21.299 14.364 0.0 -1.0 -0.9
C -15.245 22.137 13.757 -1.4 0.5 -0.9
H -13.070 20.860 18.026 -0.2 0.4 -0.4
H -11.560 21.370 17.142 -0.2 0.4 0.6
H -11.909 19.712 17.427 -0.3 -0.3 -0.4
H -15.608 21.566 12.903 0.2 0.1 0.1
H -14.913 23.107 13.386 0.8 -0.2 0.2
H -16.121 22.345 14.372 0.3 -0.3 0.5
C -17.622 17.938 15.052 0.3 0.3 0.5
O -17.273 17.957 13.657 -0.6 -1.0 1.5
C -17.547 19.005 12.915 -1.3 4.4 1.6
O -18.141 20.086 13.282 2.1 -4.4 -1.5
O -16.930 18.771 11.779 -1.3 0.4 -1.0
C -16.896 19.807 10.772 1.9 -0.5 -0.7
H -18.622 18.307 15.285 0.0 0.0 -0.4
H -16.899 18.509 15.635 0.0 0.5 -0.3
H -17.497 16.939 15.469 -0.2 -0.3 -0.8
H -16.440 20.688 11.223 -0.5 0.0 -0.4
H -17.685 19.973 10.038 -1.1 -0.1 1.2
H -16.170 19.359 10.093 0.5 0.4 0.1
C -6.659 20.795 6.926 -1.7 -0.5 0.8
O -7.217 22.027 7.489 0.1 0.7 -0.2
C -8.322 22.033 8.262 -0.6 -0.4 0.6
O -8.897 21.027 8.689 1.0 0.9 -0.4
O -8.708 23.308 8.517 2.3 -1.7 -1.3
C -9.611 23.578 9.552 -2.0 -0.4 0.6
H -5.676 20.852 6.459 -0.1 1.1 0.5
H -7.341 20.452 6.148 -0.1 -0.1 0.1
H -6.638 20.082 7.750 0.1 -0.2 -0.3
H -9.895 22.690 10.117 0.4 0.0 0.1
H -10.553 23.869 9.086 0.2 0.3 0.0
H -9.258 24.371 10.211 0.3 -0.1 -0.3
C -11.034 29.370 7.735 -0.3 0.0 0.4
O -11.193 27.962 7.899 -0.5 -0.4 0.5
C -12.005 27.562 8.910 -0.6 1.5 2.0
O -12.631 28.284 9.705 1.4 -1.5 -2.3
O -11.905 26.248 8.977 -0.6 -0.4 -0.5
C -12.710 25.429 9.864 1.3 -0.8 0.0
H -12.002 29.800 7.477 0.2 0.2 0.0
H -10.295 29.529 6.948 -0.2 -0.2 0.0
H -10.675 29.789 8.675 -0.1 0.2 -0.1
H -12.269 25.468 10.860 -0.5 0.5 0.2
H -12.441 24.428 9.529 -0.3 0.0 -0.1
H -13.797 25.506 9.827 0.3 0.8 -0.1
C -15.125 15.771 10.351 -0.2 -0.8 -3.0
O -14.973 16.246 11.597 -0.1 0.7 3.0
C -13.982 17.008 12.029 -0.4 -0.5 0.5
O -13.122 17.479 11.318 0.4 0.2 0.7
O -14.156 17.037 13.364 0.7 1.1 0.2
C -13.235 17.768 14.257 1.0 0.0 -1.7
H -14.287 15.178 9.984 0.2 0.0 0.3
H -15.269 16.544 9.596 -0.1 0.3 0.1
H -16.000 15.122 10.383 0.0 0.1 -0.1
H -13.677 18.026 15.220 -0.3 -0.5 -0.4
H -12.829 18.676 13.811 -0.8 0.2 -0.2
H -12.328 17.167 14.313 -0.2 -0.4 0.7
C -16.453 21.412 0.644 1.1 -0.3 0.6
O -16.533 21.143 2.093 -0.5 -0.2 -1.0
C -15.480 21.101 2.929 3.2 1.8 -1.3
O -14.296 21.419 2.624 -3.6 -1.2 0.8
O -15.929 20.777 4.125 -1.1 0.0 -1.1
C -15.109 20.971 5.250 1.4 -1.1 0.6
H -17.323 20.985 0.145 -0.1 0.1 0.6
H -15.575 20.958 0.186 0.1 -0.2 0.4
H -16.363 22.473 0.411 -0.2 0.1 0.5
H -15.644 21.395 6.099 0.0 0.2 -0.7
H -14.201 21.490 4.942 -0.2 0.4 0.3
H -14.784 19.980 5.568 0.1 -0.1 0.1
C -14.766 24.182 7.626 -0.1 1.6 -0.8
O -15.565 23.548 6.638 -1.0 -0.7 -1.5
C -16.076 24.308 5.632 -0.1 1.8 0.5
O -16.121 25.536 5.584 0.5 -2.0 0.4
O -16.596 23.522 4.684 1.0 -0.7 0.6
C -17.144 24.125 3.528 -1.1 0.6 0.0
H -14.286 23.512 8.339 -0.6 -0.4 -0.4
H -15.426 24.934 8.060 0.4 0.1 0.5
H -13.993 24.679 7.040 0.3 0.3 0.5
H -16.737 25.114 3.315 0.3 -0.2 0.1
H -18.207 24.255 3.732 -0.1 0.2 -0.1
H -17.076 23.452 2.674 0.4 -0.1 0.3
```
Forces are in eV/Å.

Results
Spin multiplicity: 2
LUMO (alpha / beta) in eV: -0.744 / -0.856
E_HOMO (alpha / beta) in eV: -4.869 / -9.703
Expectation value of S²: 0.75
Total charge: 0

=====

Here is a 13-piece molecular cluster, C27H54N13O25 overall from the Open Molecules 2025 dataset. Energies are from ωB97M-V/def2-TZVPD.

```
119
Properties=species:S:1:pos:R:3:forces:R:3
C -1.351 -0.051 -3.392 3.9 1.1 2.4
C -1.051 -0.697 -1.883 1.8 2.2 -2.0
C 0.314 -0.328 -0.998 -0.2 1.7 -3.7
C 1.424 0.711 -1.613 -3.3 -0.9 -2.7
C 2.822 1.187 -0.891 -0.7 0.7 0.1
C 3.376 0.175 0.275 -1.7 2.5 0.6
N 3.959 -1.127 -0.229 0.2 -1.5 1.0
C 5.280 -1.000 -0.957 3.2 0.5 -1.5
O 5.356 -1.851 -2.190 -0.6 4.3 0.5
C 5.417 -0.822 -3.279 0.2 1.9 -3.2
C 6.900 -0.341 -3.795 -4.0 1.6 -1.6
C 6.914 0.820 -4.996 -3.7 -1.7 1.9
C 5.474 1.399 -5.534 -0.2 -2.1 1.9
C 3.986 0.890 -5.006 4.0 -2.1 2.2
C 3.981 -0.275 -3.849 3.7 1.6 -1.6
C 1.097 1.380 -3.110 -2.5 -2.2 0.8
C -0.247 1.009 -3.997 0.8 -1.8 4.0
H -2.309 -0.340 -4.040 2.4 0.7 1.7
H -1.894 -1.443 -1.491 2.3 1.8 -0.7
H 0.501 -0.799 0.066 -0.7 1.0 -2.4
H 2.570 2.217 -0.343 0.6 -2.3 -1.0
H 3.662 1.474 -1.687 -1.9 -0.9 1.6
H 2.471 -0.084 0.983 1.9 0.4 -1.4
H 4.154 0.782 0.919 -1.3 -1.6 -1.4
H 3.275 -1.709 -0.797 0.8 1.1 0.4
H 4.154 -1.717 0.635 -0.4 0.7 -1.3
H 5.454 0.140 -1.263 -0.7 -2.6 0.8
H 6.221 -1.331 -0.306 -2.5 0.6 -0.9
H 7.896 -0.800 -3.331 -2.6 1.1 -1.3
H 7.970 1.180 -5.418 -2.8 -0.8 1.0
H 5.464 2.226 -6.379 0.2 -2.0 2.0
H 2.957 1.323 -5.405 2.6 -1.0 0.8
H 2.994 -0.729 -3.414 2.1 1.0 -1.0
H 1.848 2.158 -3.595 -1.7 -1.8 1.4
H -0.406 1.487 -5.058 0.4 -1.0 2.3
C 10.261 0.221 -0.995 0.1 0.2 0.3
N 10.000 0.521 -2.429 -0.1 0.5 -0.8
O 9.834 1.707 -2.738 0.1 -1.8 0.2
O 9.971 -0.442 -3.203 0.1 1.4 0.9
H 10.259 1.157 -0.432 0.0 -0.2 -0.3
H 9.465 -0.440 -0.646 0.2 0.0 -0.1
H 11.237 -0.265 -0.932 -0.2 0.0 0.0
C -4.051 0.093 1.398 -0.3 -0.2 -0.1
N -2.611 -0.278 1.441 0.6 -0.1 0.0
O -2.336 -1.451 1.721 0.1 1.6 -0.4
O -1.797 0.619 1.193 -0.7 -1.4 0.5
H -4.650 -0.789 1.635 0.3 0.3 0.0
H -4.212 0.879 2.139 0.1 -0.1 -0.2
H -4.270 0.447 0.389 0.2 0.2 0.2
C 12.440 2.652 -4.348 -0.2 -0.2 0.1
N 13.847 3.130 -4.427 1.1 0.5 -0.1
O 14.728 2.368 -4.014 -1.1 1.2 -0.6
O 14.027 4.257 -4.902 -0.2 -1.8 0.7
H 12.432 1.651 -3.912 0.2 0.3 -0.2
H 11.889 3.352 -3.717 0.1 -0.1 -0.2
H 12.041 2.634 -5.364 0.1 0.1 0.2
C -7.239 -2.152 4.590 -0.2 0.0 -0.1
N -6.216 -1.443 3.776 0.3 0.3 0.1
O -5.980 -1.891 2.647 -0.2 0.6 1.2
O -5.678 -0.456 4.292 -0.5 -1.4 -1.1
H -7.626 -2.996 4.015 0.2 0.3 0.1
H -6.750 -2.500 5.503 -0.2 0.2 -0.2
H -8.035 -1.440 4.813 0.3 -0.1 0.0
C -11.107 -1.810 3.712 -0.2 0.1 -0.2
N -11.004 -2.484 5.035 -0.3 -0.5 0.9
O -12.052 -2.900 5.541 1.8 0.5 -0.6
O -9.873 -2.576 5.527 -1.8 0.0 -0.4
H -12.154 -1.801 3.401 0.3 -0.1 0.2
H -10.731 -0.792 3.830 0.1 -0.2 -0.1
H -10.501 -2.379 3.004 0.0 0.2 0.1
C 0.255 -1.437 -7.099 0.1 -0.1 0.3
N -0.644 -0.615 -7.952 -0.6 0.4 -1.0
O -1.333 0.242 -7.387 0.8 -0.9 -0.8
O -0.633 -0.854 -9.165 -0.1 0.5 2.0
H 0.143 -1.121 -6.059 -0.1 0.0 -0.3
H -0.041 -2.481 -7.218 0.1 0.2 -0.1
H 1.278 -1.273 -7.444 -0.2 -0.1 -0.1
C -3.522 -4.360 7.171 0.2 -0.1 0.1
N -5.008 -4.374 7.100 -0.8 -0.4 0.7
O -5.620 -4.727 8.114 0.7 0.7 -1.9
O -5.518 -4.031 6.027 0.5 -0.6 1.4
H -3.213 -4.683 8.168 -0.2 0.1 -0.2
H -3.149 -5.048 6.410 -0.1 0.2 0.0
H -3.193 -3.337 6.978 -0.2 -0.5 -0.1
C -7.505 -0.997 -0.734 0.3 0.1 -0.2
N -8.478 -0.581 0.312 -0.6 0.4 0.8
O -8.324 0.539 0.814 -0.4 -1.7 -0.5
O -9.368 -1.390 0.599 1.2 1.2 -0.3
H -6.782 -0.192 -0.885 -0.3 -0.1 0.1
H -7.007 -1.902 -0.380 -0.2 0.1 -0.1
H -8.068 -1.186 -1.651 0.1 -0.1 0.2
C -12.535 -3.694 8.533 0.2 0.1 -0.1
N -13.508 -3.278 9.580 -0.7 0.3 0.8
O -13.354 -2.158 10.082 -0.4 -1.6 -0.6
O -14.398 -4.087 9.867 1.2 1.3 -0.3
H -11.812 -2.890 8.383 -0.3 -0.2 0.1
H -12.037 -4.599 8.888 -0.2 0.1 -0.1
H -13.098 -3.883 7.617 0.1 -0.1 0.3
C 8.672 5.156 -2.707 -0.2 -0.3 0.1
N 10.079 5.634 -2.786 1.0 0.8 -0.2
O 10.960 4.872 -2.372 -1.0 1.1 -0.5
O 10.259 6.762 -3.261 -0.2 -1.9 0.8
H 8.663 4.155 -2.271 0.2 0.2 -0.1
H 8.121 5.856 -2.076 0.1 0.0 -0.2
H 8.273 5.138 -3.723 0.1 0.2 0.2
C -1.236 -0.189 5.971 0.2 0.2 -0.2
N -1.168 -1.196 7.065 0.5 -0.6 0.8
O -0.058 -1.420 7.560 -1.9 0.1 -0.6
O -2.232 -1.732 7.395 1.7 1.0 -0.2
H -0.232 0.199 5.786 -0.2 -0.2 0.2
H -1.624 -0.692 5.083 -0.1 0.1 0.2
H -1.903 0.610 6.300 0.0 -0.2 -0.1
C -1.230 4.893 -3.795 -0.2 -0.3 0.1
N 0.176 5.371 -3.873 0.9 0.8 -0.2
O 1.058 4.608 -3.460 -0.8 1.1 -0.6
O 0.356 6.498 -4.349 -0.1 -1.9 0.8
H -1.239 3.891 -3.359 0.1 0.2 -0.1
H -1.781 5.593 -3.163 0.1 0.0 -0.2
H -1.630 4.874 -4.811 0.1 0.2 0.2
```
Forces are in eV/Å.

Results
LUMO in eV: -3.333
E_HOMO in eV: -11.390
Total charge: +1

=====

Quick rundown of largest force on an atom, same order as above: 5.06; 5.03 eV Å⁻¹